1.
{"formula": "C34H39BrI2InN5O6S", "method": "wB97M-V/def2-TZVPD", "elements": ["In", "C", "O", "C", "C", "C", "Br", "C", "C", "C", "O", "C", "N", "C", "C", "C", "C", "C", "C", "N", "H", "H", "H", "H", "H", "H", "H", "H", "H", "H", "H", "O", "C", "O", "C", "C", "C", "C", "C", "N", "H", "H", "H", "H", "I", "C", "I", "H", "H", "C", "C", "C", "C", "C", "C", "C", "S", "C", "O", "H", "H", "H", "H", "H", "H", "H", "H", "H", "H", "C", "N", "C", "C", "O", "N", "C", "C", "H", "H", "H", "H", "H", "H", "H", "H", "H", "H", "H", "H"], "xyz": [[1.32317, 0.10410, 0.36385], [2.00407, 2.79611, -1.58711], [1.30924, 1.57411, -1.59109], [0.92327, 1.07724, -2.83969], [1.70559, 1.24846, -3.97129], [1.18650, 0.73068, -5.17520], [2.19791, 1.07656, -6.73029], [-0.02387, 0.04662, -5.21392], [-0.70245, -0.14893, -4.03062], [-0.30124, 0.40626, -2.82900], [-0.91515, 0.13098, -1.66841], [-1.88635, -0.98387, -4.03442], [-1.96632, -2.30493, -4.26810], [-3.30330, -2.56823, -4.12071], [-3.87496, -3.84767, -4.03031], [-5.18758, -3.90089, -3.73424], [-5.98681, -2.77280, -3.53686], [-5.44859, -1.48472, -3.55632], [-4.03281, -1.45197, -3.75238], [-3.08701, -0.45163, -3.58950], [3.08620, 2.58452, -1.88426], [1.89411, 3.31412, -0.65174], [1.48567, 3.48174, -2.30884], [2.59687, 1.78259, -3.90211], [-0.30338, -0.48100, -6.13195], [-1.70971, -0.44868, -1.82820], [-3.26747, -4.73140, -4.30675], [-5.79834, -4.81907, -3.68515], [-7.02006, -2.68356, -3.27556], [-6.11237, -0.62857, -3.42193], [-3.39349, 0.50923, -3.65670], [3.60852, -1.60433, -2.47245], [3.23329, -1.12883, -1.45106], [2.00370, -1.34648, -0.94532], [4.09017, -0.17218, -0.60016], [5.48008, -0.23386, -0.67390], [6.22098, 0.49874, 0.17032], [5.56342, 1.31964, 1.08351], [4.19790, 1.44731, 1.02432], [3.45465, 0.68975, 0.24559], [5.89849, -0.80800, -1.43525], [7.32337, 0.26856, 0.21082], [6.09922, 1.99783, 1.71196], [3.80562, 2.17223, 1.68125], [-0.47905, -2.27253, 0.84612], [0.37472, -3.78300, -0.31931], [-0.68558, -4.50641, -2.08062], [0.45592, -4.59285, 0.40899], [1.37773, -3.49838, -0.71729], [-6.56956, 0.44608, 0.72841], [-5.17460, 1.01451, 0.67068], [-4.22697, 0.35384, 1.37036], [-2.88229, 0.81352, 1.47141], [-2.52349, 1.89573, 0.73292], [-3.48868, 2.64703, 0.02408], [-4.81580, 2.17140, -0.02128], [-0.94828, 2.64387, 0.80436], [-1.16249, 3.72271, 2.29183], [0.05268, 1.57882, 1.30669], [-6.65074, -0.65537, 0.61074], [-7.25537, 0.76215, -0.08434], [-7.12889, 0.80186, 1.61671], [-4.37676, -0.54455, 1.94755], [-2.21467, 0.38409, 2.18215], [-3.29125, 3.56699, -0.51438], [-5.56935, 2.70371, -0.65515], [-1.31452, 3.15438, 3.21711], [-2.12240, 4.31333, 2.14243], [-0.31617, 4.39249, 2.31037], [0.69649, 1.16158, 4.64139], [1.71901, 0.09086, 4.71307], [2.18159, -0.24430, 6.02119], [2.27380, -0.36134, 3.56586], [1.57341, -0.30803, 2.54580], [3.51230, -0.95527, 3.57464], [4.61092, -0.41780, 4.38215], [3.71140, -2.08945, 2.62463], [0.59402, 1.40848, 3.58879], [1.05875, 2.03855, 5.31034], [-0.23655, 0.84641, 5.13264], [1.30283, -0.28189, 6.65203], [2.97971, 0.38820, 6.35603], [2.59890, -1.23394, 6.01539], [4.28817, 0.16321, 5.28334], [5.11722, 0.37039, 3.80967], [5.26436, -1.15443, 4.75114], [2.88146, -2.83997, 2.78198], [4.68188, -2.58181, 2.81752], [3.75539, -1.76861, 1.54105]], "atomic_forces_ev_per_a": [[-0.63, -0.10, 0.27], [0.92, 0.85, -1.98], [-0.55, -0.83, 0.87], [-0.27, 0.24, 0.46], [-2.60, -1.16, -0.21], [0.51, 0.62, 0.44], [-0.15, -0.20, -0.04], [1.54, -0.23, -0.53], [-0.36, -0.17, -0.24], [1.31, -0.29, -1.30], [-0.90, -0.23, 1.08], [-0.79, -2.05, 0.15], [0.46, 3.05, -0.14], [-0.18, -1.36, 0.94], [1.22, -0.29, -1.17], [-2.77, -1.46, 0.29], [0.83, 2.84, 0.22], [1.27, -0.90, -0.04], [-1.38, 0.45, 0.24], [-0.72, 0.00, -0.74], [-1.32, 0.80, 0.53], [0.25, -0.30, 0.77], [0.81, -0.59, 0.27], [1.35, 0.68, -0.22], [-0.20, 0.42, 0.41], [0.88, 0.66, 0.13], [-0.55, 0.57, 0.37], [0.99, 0.10, -0.07], [-0.64, -1.25, -0.18], [0.53, -0.08, 0.09], [0.56, 0.12, -0.01], [0.82, -0.21, -0.34], [-1.73, 0.57, 0.86], [1.06, 0.74, -0.04], [-0.18, 0.27, 0.09], [-2.38, -0.01, -0.74], [2.21, -0.02, 1.90], [0.65, 0.39, -0.89], [1.35, -0.12, 0.37], [-0.07, -1.44, -0.98], [0.64, -1.18, -0.99], [-1.21, 0.89, -0.06], [0.33, 0.06, 0.47], [-1.21, 0.58, 0.50], [-0.43, 0.62, 0.11], [1.02, -1.29, -1.14], [0.33, 0.52, 1.05], [-0.01, 0.02, -0.41], [-1.06, 0.09, 0.67], [-1.71, 0.10, -0.90], [-1.49, -0.28, -0.63], [3.29, -0.45, 1.48], [-1.73, -0.45, -0.25], [-0.79, 1.65, -0.46], [-1.21, -1.01, -0.28], [0.40, 0.94, -0.64], [0.18, 0.83, 0.65], [-1.51, 0.10, -0.66], [0.33, -0.44, -0.21], [0.55, 0.59, 0.65], [0.75, 0.35, 0.09], [0.59, -0.48, -0.12], [-0.75, -0.11, -0.03], [0.52, -0.56, 0.16], [0.43, -0.12, 0.01], [0.76, -0.44, 0.83], [0.36, -0.16, -0.38], [1.24, -0.64, -0.13], [0.23, 0.11, 0.19], [1.07, 0.55, 1.55], [0.01, 0.96, -0.79], [-0.26, -0.82, 0.06], [0.84, -0.42, 1.67], [-0.66, 0.05, -2.24], [-0.71, -0.36, 0.02], [-0.99, 2.18, 0.04], [-0.12, 0.05, -0.29], [-0.37, 0.31, 0.28], [-0.42, -1.17, -1.39], [0.15, -0.15, -0.52], [0.11, 0.30, 0.49], [-0.15, 0.76, 0.74], [0.12, -0.60, -0.05], [0.01, -0.83, -0.99], [0.43, -0.52, -0.11], [0.85, -1.07, 0.07], [0.94, 0.82, -0.34], [-0.55, 0.32, 0.19], [-0.25, -0.23, 1.14]], "lowdin_charge": [0.73, -0.06, -0.21, -0.19, -0.03, -0.64, 0.80, -0.03, -0.10, -0.21, 0.01, -0.27, 0.16, -0.28, -0.05, -0.10, -0.08, 0.00, -0.19, 0.15, 0.13, 0.08, 0.14, 0.09, 0.14, 0.13, 0.12, 0.12, 0.10, 0.11, 0.17, 0.17, -0.52, -0.18, -0.13, 0.02, 0.00, -0.02, -0.11, 0.05, 0.12, 0.16, 0.12, 0.12, 1.10, -1.10, 0.84, -0.04, -0.02, -0.04, -0.27, -0.02, -0.06, -0.45, -0.06, 0.00, 1.05, -0.16, -0.58, 0.10, 0.09, 0.10, 0.13, 0.10, 0.12, 0.14, 0.07, 0.10, 0.05, 0.00, -0.11, -0.05, -0.48, -0.10, -0.10, -0.02, 0.01, 0.05, 0.13, 0.10, 0.11, 0.08, 0.10, 0.08, 0.08, 0.09, 0.12, 0.10, 0.08], "total_charge": 2, "homo_ev": -12.345, "gap_ev": 6.87}


2.
{"formula": "C3H2N2O2", "method": "wB97M-V/def2-TZVPD", "elements": ["O", "C", "C", "N", "N", "C", "O", "H", "H"], "xyz": [[2.22954, -0.02806, 0.09095], [1.03504, -0.06200, 0.01765], [0.20184, 1.20380, -0.02630], [-1.07730, 1.23190, -0.08211], [-1.78930, 0.02883, 0.16344], [-1.08183, -1.04320, -0.02554], [0.26452, -1.17051, -0.12178], [0.77090, 2.14433, -0.15547], [-1.58741, -1.97244, 0.03794]], "atomic_forces_ev_per_a": [[-0.70, -0.98, -0.07], [-0.24, 2.47, 0.14], [0.21, -0.29, -0.48], [0.21, -0.01, 0.96], [1.92, -0.89, -1.50], [-1.00, 1.77, 1.29], [0.20, -0.56, -0.31], [-0.45, -0.63, 0.07], [-0.15, -0.87, -0.10]], "lowdin_charge": [0.14, -0.43, -0.04, 0.05, 0.06, -0.15, 0.11, 0.13, 0.12], "smiles": "O=c1cnnco1", "homo_ev": -10.505, "gap_ev": 10.06}


3.
{"formula": "C17H28N2SiTi", "method": "wB97M-V/def2-TZVPD", "elements": ["C", "C", "C", "H", "C", "H", "H", "H", "C", "H", "H", "C", "H", "H", "C", "H", "H", "C", "H", "H", "Ti", "H", "C", "C", "C", "C", "C", "C", "N", "N", "Si", "C", "C", "C", "H", "H", "H", "H", "H", "H", "H", "H", "H", "H", "H", "H", "H", "H", "H"], "xyz": [[0.30449, -0.74661, -2.15118], [-0.27203, 2.66719, -2.91104], [-0.94903, -0.91371, -2.91535], [0.93333, -1.61948, -2.42713], [-1.54386, 2.48702, -2.52659], [0.16000, 3.67621, -2.85101], [-1.32733, -1.93594, -2.97166], [-2.08457, 3.32793, -2.07823], [-1.79223, 0.09392, -3.53616], [-2.67843, -0.48113, -3.87634], [-1.35049, 0.52713, -4.44672], [1.15241, 0.53705, -2.24287], [2.18955, 0.25061, -2.49937], [1.19994, 1.01590, -1.23054], [0.73437, 1.60966, -3.30093], [0.48574, 1.11485, -4.24693], [1.65707, 2.17829, -3.49400], [-2.38590, 1.25666, -2.66634], [-3.33281, 1.54811, -3.16008], [-2.68607, 0.88017, -1.67303], [1.66901, -0.78151, 0.14860], [0.19673, -0.96282, -0.77175], [0.78763, -4.25221, -0.09128], [0.42561, -3.49384, 1.13434], [-0.38071, -3.93518, 2.16854], [-0.62219, -3.11339, 3.26948], [-0.14133, -1.79510, 3.29145], [0.55020, -1.37889, 2.19174], [0.90984, -2.23982, 1.17742], [1.00035, -0.09972, 1.81547], [0.65131, 1.56080, 2.40922], [-1.11394, 1.58935, 2.99782], [1.81215, 1.94236, 3.81115], [0.90952, 2.67254, 0.93532], [0.16715, -3.96469, -0.95462], [1.83974, -4.11381, -0.37078], [0.61618, -5.32293, 0.07643], [-0.79321, -4.94334, 2.11059], [-1.17673, -3.48338, 4.12929], [-0.29455, -1.08721, 4.10531], [-1.53425, 0.58382, 3.12224], [-1.17219, 2.10399, 3.96743], [-1.74621, 2.13788, 2.28794], [2.75016, 2.38608, 3.44579], [1.33447, 2.66695, 4.49170], [2.06035, 1.04076, 4.38964], [1.93141, 2.61618, 0.53304], [0.20241, 2.48128, 0.11558], [0.74692, 3.71205, 1.26841]], "atomic_forces_ev_per_a": [[-1.68, -0.74, -2.36], [-0.37, -0.05, 0.73], [3.07, -0.73, 1.96], [-0.02, 0.05, 0.86], [0.23, 0.21, -0.10], [-0.32, -0.37, 0.20], [0.34, 0.15, 0.05], [0.25, 0.02, -0.35], [-1.74, 0.78, 0.01], [0.35, 0.44, -0.06], [-0.26, 0.14, 0.08], [-0.18, 0.08, 0.03], [-0.35, 0.09, 0.05], [-0.04, 0.18, -0.51], [0.81, 0.26, -0.09], [0.09, -0.03, 0.32], [-0.15, -0.24, -0.11], [0.00, -0.62, -0.41], [0.32, 0.15, 0.24], [0.15, 0.01, -0.24], [1.43, 1.05, -3.27], [-0.71, 0.39, -0.55], [-0.17, -1.03, -0.29], [0.27, 1.16, 0.21], [-0.15, -0.75, -0.04], [0.30, 0.82, 0.19], [-0.90, -0.99, 0.97], [1.56, 2.18, -1.86], [-1.15, -1.74, 1.97], [-0.89, 0.09, 2.23], [0.14, -2.10, -0.51], [-0.38, 0.35, 0.24], [0.18, 0.43, 0.32], [0.01, 0.46, 0.04], [0.14, 0.12, 0.32], [-0.26, 0.06, 0.15], [0.10, 0.17, -0.13], [0.12, 0.29, 0.15], [0.02, -0.01, -0.24], [-0.14, -0.42, -0.11], [0.10, 0.23, -0.08], [-0.13, -0.10, -0.19], [0.03, -0.14, 0.15], [-0.19, -0.15, 0.15], [0.27, -0.17, -0.13], [-0.11, 0.22, -0.17], [-0.20, 0.01, 0.12], [0.12, -0.01, 0.25], [0.09, -0.21, -0.17]], "lowdin_charge": [-0.30, -0.12, -0.19, 0.09, -0.12, 0.10, 0.06, 0.10, -0.28, 0.10, 0.09, -0.23, 0.10, 0.05, -0.19, 0.11, 0.10, -0.19, 0.11, 0.11, 0.77, 0.05, -0.03, -0.31, -0.04, -0.04, -0.03, -0.40, -0.04, -0.18, 0.41, -0.17, -0.18, -0.18, 0.09, 0.08, 0.08, 0.11, 0.11, 0.11, 0.02, 0.03, 0.03, 0.03, 0.03, 0.03, 0.03, 0.02, 0.04], "spin_multiplicity": 3, "homo_ev": [-5.073, -5.241], "s2": 2.015, "gap_ev": [4.88, 4.99]}


Calculated relative energy (zero: lowest compared OMol25 entry of this formula, charge and spin), 39.8 36.8 69.4 kcal per mole (same order as the records).